1.
A single C18H21Cl2N5O3S molecule in a non-equilibrium geometry, computed with ωB97M-V/def2-TZVPD.

Structure (XYZ):
```
50
Properties=species:S:1:pos:R:3
C 6.02 0.00 -2.70
N 4.63 -0.03 -2.23
C 3.90 -1.16 -2.30
C 2.79 -0.89 -1.57
S 1.59 -2.24 -1.27
O 2.29 -3.57 -1.20
O 0.50 -2.32 -2.28
N 0.88 -2.02 0.30
C -0.21 -2.95 0.64
C -1.12 -1.75 0.88
C -2.35 -1.79 -0.08
N -2.93 -0.46 -0.21
C -4.10 -0.02 0.39
O -4.70 -0.76 1.16
C -4.55 1.35 0.20
C -5.84 1.69 0.71
C -6.29 2.97 0.56
C -5.51 3.98 0.07
Cl -6.11 5.58 0.06
C -4.28 3.65 -0.47
C -3.78 2.38 -0.43
Cl -2.20 2.17 -1.18
C -1.62 -1.63 2.33
C -1.60 -0.22 2.84
C -1.96 -0.12 4.33
C -0.53 0.13 3.87
C 0.06 -0.85 0.44
N 2.81 0.42 -1.08
N 3.94 0.89 -1.51
H 6.56 -0.85 -2.26
H 6.06 -0.03 -3.79
H 6.53 0.94 -2.40
H 4.19 -2.10 -2.70
H -0.01 -3.55 1.52
H -0.46 -3.65 -0.18
H -3.07 -2.54 0.30
H -2.06 -2.14 -1.09
H -2.49 0.27 -0.76
H -6.46 0.92 1.16
H -7.24 3.23 0.98
H -3.73 4.46 -0.91
H -1.05 -2.27 2.98
H -2.66 -2.03 2.38
H -1.95 0.59 2.18
H -2.53 0.75 4.63
H -2.12 -0.99 4.92
H 0.16 -0.65 4.25
H -0.19 1.17 3.86
H 0.41 -0.09 1.14
H -0.10 -0.30 -0.46
```

Output
HOMO-LUMO gap (Ha): 0.3424
Energy relative to the best compared isomer or geometry (same formula, charge and spin) (kcal/mol): 57.74
SMILES: Cn1cc(S(=O)(=O)N2CC(CNC(=O)c3ccc(Cl)cc3Cl)(CC3CC3)C2)nn1
E (hartree): -2516.4403
LUMO (eV): 0.1

=====

2.
A molecular structure, C23H20IrN5, computed with ωB97M-V/def2-TZVPD.

Structure (XYZ):
```
49
Properties=species:S:1:pos:R:3
Ir -0.10 -0.27 0.67
C -2.56 1.23 -3.90
C -2.52 0.10 -3.05
C -1.51 -0.03 -2.15
C -0.47 0.94 -2.09
C -0.53 2.08 -2.95
C -1.56 2.22 -3.83
N 0.54 0.81 -1.18
C 1.82 1.23 -1.45
C 2.31 1.21 -2.75
C 3.60 1.64 -3.03
C 4.49 2.09 -2.02
C 4.06 2.10 -0.73
C 2.74 1.67 -0.40
N 2.47 1.76 0.92
N 1.39 1.27 1.33
C 0.86 1.51 2.59
C 1.30 2.35 3.59
C 0.52 2.37 4.76
C -0.61 1.57 4.84
C -0.98 0.76 3.77
N -0.25 0.74 2.66
H -3.38 1.34 -4.60
H -3.30 -0.65 -3.12
H -1.47 -0.93 -1.54
H 0.21 2.86 -2.86
H -1.62 3.09 -4.47
H 1.69 0.82 -3.54
H 3.94 1.62 -4.06
H 5.49 2.41 -2.27
H 4.70 2.43 0.08
H 2.19 2.94 3.47
H 0.81 3.00 5.59
H -1.23 1.57 5.73
H -1.86 0.14 3.80
N 0.49 -2.33 0.98
C -0.77 -3.09 0.91
C -0.77 -4.39 0.44
C -1.99 -5.06 0.35
C -3.17 -4.43 0.73
C -3.15 -3.13 1.20
C -1.94 -2.46 1.29
H 1.15 -2.69 0.30
H 0.94 -2.40 1.89
H 0.15 -4.88 0.14
H -2.01 -6.07 -0.01
H -4.11 -4.96 0.67
H -4.07 -2.64 1.51
H -1.92 -1.46 1.74
```

Output
HOMO-LUMO gap (spin up / spin down) (Ha): 0.2320 / 0.1532
E (hartree): -1265.3640
2S+1: 6
Total charge: +3
LUMO (spin up / spin down) (eV): -11.0 / -13.4